Entry 1:
The following is a quantum chemistry calculation of a cluster of 2 separate species, C2H4ClNO2 in total at a distorted geometry, from OMol25.

Each line ends with the natural charge from an NBO analysis.
CARTESIAN COORDINATES (ANGSTROEM)
C 1.51 0.13 -0.40  -0.4126
C -0.73 0.39 0.62  -0.1041
N -1.18 -0.76 0.07  0.4102
O -1.91 -0.64 -0.93  -0.4104
O -0.87 -1.85 0.51  -0.4006
Cl -1.25 1.89 0.08  0.1035
H 1.41 0.99 -1.24  0.2024
H 1.19 -0.82 -0.69  0.1953
H 2.11 0.39 0.41  0.1852
H -0.28 0.27 1.56  0.2310

Summary:
energy relative to the best compared isomer or geometry (same formula, charge and spin): 149.50 kcal/mol
total charge: 0
HOMO energy (spin up / spin down): -0.35468 / -0.35348 hartree
largest force on an atom: 5.3 eV Å⁻¹
E: -743.796709 Eh
HOMO-LUMO gap (spin up / spin down): 0.28366 / 0.31514 hartree

---

Entry 2:
The following is a quantum chemistry calculation of a cluster of 2 separate species, C2H4ClNO3 in total at a distorted geometry, from OMol25.

Each line ends with the natural charge from an NBO analysis.
CARTESIAN COORDINATES (ANGSTROEM)
O 1.72 0.48 1.24  -0.3816
N 1.26 0.42 0.15  0.5177
O 0.64 1.30 -0.41  -0.4133
C 1.33 -0.71 -0.63  -0.2480
C 2.35 -1.56 -0.35  0.2296
O 2.77 -2.70 -1.01  -0.6406
H 0.56 -0.75 -1.31  0.2349
H 2.97 -1.22 0.47  0.2150
H 2.11 -2.98 -1.65  0.4892
Cl -1.56 2.70 0.52  -0.3051
H -0.26 2.98 0.55  0.3022

Summary:
energy relative to the best compared isomer or geometry (same formula, charge and spin): 108.96 kcal/mol
total charge: 0
HOMO energy: -0.38111 hartree
largest force on an atom: 4.3 eV Å⁻¹
E: -819.136590 Eh
HOMO-LUMO gap: 0.37032 hartree

---

Entry 3:
The following is a quantum chemistry calculation of the ion C2H4ClO3S with charge -1 at a distorted geometry, from OMol25.

Each line ends with the natural charge from an NBO analysis.
CARTESIAN COORDINATES (ANGSTROEM)
C 0.62 -1.19 -0.20  -0.6731
C -0.49 -0.41 0.58  -0.5229
O -1.33 1.52 -1.20  -0.8280
O -0.38 2.30 0.97  -0.7528
O 1.15 1.28 -0.65  -0.8595
S -0.24 1.34 -0.20  2.2030
Cl -2.07 -0.94 0.39  -0.4985
H 0.82 -2.24 -0.26  0.2459
H 1.51 -0.66 0.21  0.2277
H 0.66 -0.82 -1.21  0.2311
H -0.25 -0.18 1.57  0.2272

Summary:
energy relative to the best compared isomer or geometry (same formula, charge and spin): 0.00 kcal/mol
multiplicity: 3
total charge: -1
<S²>: 2.014
HOMO energy (spin up / spin down): 0.00960 / -0.28549 hartree
largest force on an atom: 2.6 eV Å⁻¹
E: -1162.544747 Eh
HOMO-LUMO gap (spin up / spin down): 0.05531 / 0.20915 hartree

---

Entry 4:
The following is a quantum chemistry calculation of a cluster of 2 separate species, C2H4ClOP in total at a distorted geometry, from OMol25.

Each line ends with the natural charge from an NBO analysis.
CARTESIAN COORDINATES (ANGSTROEM)
C 1.03 -0.54 0.57  0.1232
C -0.40 -0.19 -1.21  -0.2710
O 0.44 0.29 -0.14  -0.4531
P 0.12 0.66 3.04  0.2155
Cl -0.48 2.12 1.88  -0.2888
H 0.96 -1.55 0.23  0.0756
H -0.81 -1.08 -0.92  0.1861
H 0.37 -0.26 -2.05  0.2021
H -1.21 0.55 -1.40  0.2104

Summary:
energy relative to the best compared isomer or geometry (same formula, charge and spin): 135.95 kcal/mol
total charge: 0
HOMO energy (spin up / spin down): -0.27374 / -0.25821 hartree
largest force on an atom: 4.4 eV Å⁻¹
E: -955.189418 Eh
HOMO-LUMO gap (spin up / spin down): 0.25042 / 0.23817 hartree

---

Entry 5:
The following is a quantum chemistry calculation of an isolated molecule of C2H4ClOP at a distorted geometry, from OMol25.

Each line ends with the natural charge from an NBO analysis.
CARTESIAN COORDINATES (ANGSTROEM)
C -0.78 -1.08 -0.77  -0.2342
O -0.54 -0.65 0.54  -0.5321
C 0.34 0.59 0.62  -0.3234
P 0.98 1.23 2.02  0.6280
Cl 2.12 2.67 1.32  -0.2694
H -0.21 -0.47 -1.47  0.1677
H -1.89 -0.93 -0.97  0.1756
H -0.62 -2.12 -0.82  0.1899
H 0.60 0.78 -0.47  0.1979

Summary:
energy relative to the best compared isomer or geometry (same formula, charge and spin): 49.40 kcal/mol
total charge: 0
HOMO energy: -0.32406 hartree
largest force on an atom: 4.5 eV Å⁻¹
E: -955.327356 Eh
HOMO-LUMO gap: 0.33399 hartree

---

Entry 6:
The following is a quantum chemistry calculation of a cluster of 2 separate species, C2H4ClOP in total at a distorted geometry, from OMol25.

Each line ends with the natural charge from an NBO analysis.
CARTESIAN COORDINATES (ANGSTROEM)
O -1.81 0.95 1.47  -1.0040
P -1.23 1.36 0.14  1.3185
Cl -2.55 0.86 -1.37  -0.3616
C 0.52 -0.54 0.43  -0.4646
C 1.34 -0.42 -0.59  -0.3285
H 0.66 -0.16 1.47  0.2242
H -0.32 -1.23 0.42  0.2177
H 1.09 -0.92 -1.43  0.1922
H 2.31 0.09 -0.54  0.2061

Summary:
energy relative to the best compared isomer or geometry (same formula, charge and spin): 17.98 kcal/mol
total charge: 0
HOMO energy: -0.36392 hartree
largest force on an atom: 3.2 eV Å⁻¹
E: -955.377429 Eh
HOMO-LUMO gap: 0.33643 hartree

---

Entry 7:
The following is a quantum chemistry calculation of a structure of composition C2H4ClOP at a distorted geometry, from OMol25.

Each line ends with the natural charge from an NBO analysis.
CARTESIAN COORDINATES (ANGSTROEM)
C -0.57 -0.71 0.21  -0.1629
C 0.70 -0.12 0.72  -0.4372
O -1.04 0.29 -0.79  -0.7908
P -0.18 1.67 -0.44  0.9032
Cl 0.57 2.11 -2.39  -0.3356
H -0.41 -1.75 -0.35  0.2170
H -1.40 -0.83 0.93  0.1947
H 0.74 -0.02 1.78  0.1978
H 1.61 -0.63 0.31  0.2138

Summary:
energy relative to the best compared isomer or geometry (same formula, charge and spin): 0.00 kcal/mol
multiplicity: 3
total charge: 0
<S²>: 2.008
HOMO energy (spin up / spin down): -0.24391 / -0.39359 hartree
largest force on an atom: 3.7 eV Å⁻¹
E: -955.269692 Eh
HOMO-LUMO gap (spin up / spin down): 0.27030 / 0.30801 hartree

---

Entry 8:
The following is a quantum chemistry calculation of a cluster of 2 separate species, C2H4ClP in total at a distorted geometry, from OMol25.

Each line ends with the natural charge from an NBO analysis.
CARTESIAN COORDINATES (ANGSTROEM)
C -0.77 0.57 0.20  -0.7168
C 0.18 -0.04 -0.66  -0.1876
P -0.76 -1.33 0.16  0.5101
Cl 2.52 0.03 0.13  -0.4246
H -0.45 0.85 1.13  0.2782
H -1.49 1.25 -0.33  0.2707
H 0.63 0.31 -1.66  0.2820
H 0.14 -1.63 1.04  -0.0120

Summary:
energy relative to the best compared isomer or geometry (same formula, charge and spin): 71.28 kcal/mol
total charge: 0
HOMO energy: -0.36381 hartree
largest force on an atom: 5.2 eV Å⁻¹
E: -880.013949 Eh
HOMO-LUMO gap: 0.31251 hartree

---

Entry 9:
The following is a quantum chemistry calculation of an isolated molecule of C2H4ClP at a distorted geometry, from OMol25.

Each line ends with the natural charge from an NBO analysis.
CARTESIAN COORDINATES (ANGSTROEM)
C -0.04 -0.84 -0.92  -0.3388
C 0.27 0.45 -0.34  -0.7135
P 0.64 0.09 1.64  0.4906
Cl -0.98 0.96 2.42  -0.2938
H -1.04 -1.27 -0.58  0.1911
H 0.73 -1.60 -1.35  0.2049
H 1.03 1.04 -0.70  0.2213
H -0.60 1.16 -0.17  0.2382

Summary:
energy relative to the best compared isomer or geometry (same formula, charge and spin): 47.22 kcal/mol
total charge: 0
HOMO energy (spin up / spin down): -0.28734 / -0.29999 hartree
largest force on an atom: 3.1 eV Å⁻¹
E: -880.052302 Eh
HOMO-LUMO gap (spin up / spin down): 0.25325 / 0.28966 hartree

---

Entry 10:
The following is a quantum chemistry calculation of a structure of composition C2H4CuLiO at a distorted geometry, from OMol25.

Each line ends with the natural charge from an NBO analysis.
CARTESIAN COORDINATES (ANGSTROEM)
O 1.55 0.88 -0.03  -1.4592
Li 3.22 0.51 -0.08  0.9766
Cu 0.53 2.30 -0.06  0.4657
C -0.24 -0.88 0.02  -0.3170
C -1.41 -0.17 0.03  -0.4451
H 0.10 -1.34 -0.91  0.1900
H 0.14 -1.32 0.95  0.1906
H -1.92 0.03 0.98  0.1991
H -1.97 -0.01 -0.90  0.1992

Summary:
energy relative to the best compared isomer or geometry (same formula, charge and spin): 31.45 kcal/mol
multiplicity: 3
total charge: 0
<S²>: 2.013
HOMO energy (spin up / spin down): -0.20296 / -0.30482 hartree
largest force on an atom: 2.5 eV Å⁻¹
E: -1801.686232 Eh
HOMO-LUMO gap (spin up / spin down): 0.17072 / 0.26989 hartree

---

Q: Number 8 is which compound?
A: C2H4ClP

---

Copy entry 8 word for word.
The following is a quantum chemistry calculation of a cluster of 2 separate species, C2H4ClP in total at a distorted geometry, from OMol25.

Each line ends with the natural charge from an NBO analysis.
CARTESIAN COORDINATES (ANGSTROEM)
C -0.77 0.57 0.20  -0.7168
C 0.18 -0.04 -0.66  -0.1876
P -0.76 -1.33 0.16  0.5101
Cl 2.52 0.03 0.13  -0.4246
H -0.45 0.85 1.13  0.2782
H -1.49 1.25 -0.33  0.2707
H 0.63 0.31 -1.66  0.2820
H 0.14 -1.63 1.04  -0.0120

Summary:
energy relative to the best compared isomer or geometry (same formula, charge and spin): 71.28 kcal/mol
total charge: 0
HOMO energy: -0.36381 hartree
largest force on an atom: 5.2 eV Å⁻¹
E: -880.013949 Eh
HOMO-LUMO gap: 0.31251 hartree

---

Q: Number 5 is which compound?
A: C2H4ClOP